Computed, not measured: the molecule C4H6N2O2 at a distorted geometry, with the ωB97M-V functional and the def2-TZVPD basis.

Structure (XYZ):
```
14
Properties=species:S:1:pos:R:3
N -2.20 -0.15 0.59
C -0.78 -0.04 -0.15
C -0.05 0.81 -0.95
C 1.30 0.59 -0.40
O 2.60 0.62 -0.89
N 1.35 -0.53 0.21
C 0.04 -0.93 0.38
O -0.33 -1.75 1.56
H -2.13 0.74 1.34
H -2.85 0.25 -0.17
H -0.52 1.51 -1.50
H 2.75 1.58 -1.37
H 2.15 -1.08 0.29
H -1.32 -1.63 1.06
```

As for the SMILES: Nc1cc(O)[nH]c1O. For the molecular weight, the calculation gives 114.1 u. The frontier orbital gap comes out at 8.1 eV. The calculation puts the HOMO energy at -7.6 eV.

---

Computed, not measured: the molecule C4H6N2O2 at a distorted geometry, with the ωB97M-V functional and the def2-TZVPD basis.

Structure (XYZ):
```
14
Properties=species:S:1:pos:R:3
C 0.65 1.62 0.41
C -0.04 0.52 -0.59
C 0.86 -0.72 -0.46
O 2.12 -0.59 -0.67
N 0.14 -1.84 0.05
N -1.16 -1.41 0.27
C -1.40 -0.09 -0.22
O -2.54 0.34 -0.56
H 1.59 2.02 0.24
H 0.86 0.79 1.33
H 0.00 2.51 0.69
H -0.12 0.90 -1.51
H 0.77 -1.93 1.07
H -1.72 -2.13 -0.04
```

As for the SMILES: CC1C(=O)NNC1=O. For the molecular weight, the calculation gives 114.1 u. The frontier orbital gap comes out at 10.4 eV. The calculation puts the HOMO energy at -10.1 eV.

---

Computed, not measured: the molecule C4H6N2O2 at a distorted geometry, with the ωB97M-V functional and the def2-TZVPD basis.

Structure (XYZ):
```
14
Properties=species:S:1:pos:R:3
O -2.29 -1.05 -0.41
C -1.37 -0.44 0.11
N -1.35 0.87 0.50
N -0.10 1.63 0.17
C 0.33 0.61 -0.76
C 1.33 -0.53 -0.79
C 0.17 -0.81 0.20
O 0.47 -0.61 1.53
H -2.35 1.23 0.55
H 0.44 1.48 1.02
H -0.25 0.59 -1.72
H 1.43 -1.00 -1.78
H 2.43 -0.38 -0.33
H 1.12 -1.61 1.72
```

As for the SMILES: O=C1NN[C@H]2C[C@]12O. For the molecular weight, the calculation gives 114.1 u. The frontier orbital gap comes out at 8.4 eV. The calculation puts the HOMO energy at -8.0 eV.